Record 1
C4H13NPS | the ωB97M-V functional and the def2-TZVPD basis

Geometry as XYZ:
```
20
Properties=species:S:1:pos:R:3:mulliken_charge:R:1
C 0.174 -1.388 1.184 -1.5039
C 1.009 1.025 1.473 -1.6520
C -0.680 0.425 -0.278 -0.3670
C 0.520 -0.074 0.445 1.1187
N -0.253 0.438 -2.471 -0.7189
P -2.207 -0.402 -0.458 -0.0425
S 1.991 -0.305 -0.720 -0.1786
H -0.573 -2.122 0.602 0.2636
H 1.097 -1.817 1.629 0.4830
H -0.326 -0.990 2.079 0.4765
H 1.705 0.680 2.137 0.4676
H 1.640 1.805 0.916 0.4565
H 0.277 1.596 2.030 0.3770
H -0.732 1.525 -0.472 0.4594
H -1.069 0.846 -3.016 0.3323
H 0.428 1.163 -2.698 0.3019
H 0.071 -0.492 -2.693 0.3219
H -2.457 -1.052 0.717 0.1193
H -3.122 0.507 -0.293 0.0848
H 2.507 -1.368 -0.114 0.2003
```

- Frontier orbital gap: 7.9124 eV
- Charge: +1
- Energy above the lowest of the compared OMol25 structures with the same formula, charge and spin: 71.9 kcal per mole
- HOMO energy: -13.3 eV



Record 2
C8H15ClNO2PdV | the ωB97M-V functional and the def2-TZVPD basis

Geometry as XYZ:
```
29
Properties=species:S:1:pos:R:3:mulliken_charge:R:1
V -2.767 0.057 -0.930 0.3808
Cl -2.759 -1.101 0.881 -0.5695
C -3.704 -0.678 -2.592 -1.1430
C -4.619 0.992 -0.914 -1.0070
H -4.557 -0.135 -3.025 0.3826
H -2.999 -0.898 -3.393 0.2664
H -4.134 -1.614 -2.209 0.2053
H -5.134 1.123 -1.881 0.2618
H -4.530 1.941 -0.405 0.2531
H -5.231 0.287 -0.321 0.2237
Pd -0.081 -0.508 -0.455 0.1782
C -0.120 -2.327 -1.273 -1.1898
C -1.191 1.236 -1.222 -0.7235
H -1.064 -2.435 -1.822 0.2786
H 0.766 -2.388 -1.953 0.2767
H -0.063 -3.051 -0.445 0.3350
H -0.609 1.837 -0.480 0.1993
H -0.764 1.547 -2.208 0.2436
O 1.610 -2.958 1.369 -0.6379
C 1.888 -1.816 1.712 0.2473
C 2.944 -1.454 2.755 -0.4186
C 3.084 0.051 2.661 -0.4498
C 2.042 0.491 1.605 0.3188
O 1.871 1.626 1.200 -0.6442
N 1.359 -0.638 1.213 -0.1469
H 2.632 -1.736 3.765 0.2118
H 3.888 -1.950 2.520 0.2289
H 2.912 0.538 3.624 0.2207
H 4.076 0.339 2.304 0.2175
```

- Spin multiplicity: 5
- Expectation value of S²: 6.02
- Frontier orbital gap (spin up / spin down): 4.7399 / 6.5155 eV
- Charge: -2
- HOMO energy (spin up / spin down): 0.8 / -1.0 eV



Record 3
C11H12O | the ωB97M-V functional and the def2-TZVPD basis

Geometry as XYZ:
```
24
Properties=species:S:1:pos:R:3:mulliken_charge:R:1
C 0.485 3.034 0.970 -0.4167
C 0.023 3.005 -0.434 -0.3560
C 0.855 1.837 1.473 -0.7513
C 0.073 1.846 -1.177 -0.8735
C 0.784 0.609 0.732 0.1048
C 0.473 0.586 -0.578 1.1467
C 1.624 -2.274 -0.279 -0.7892
C 0.613 -1.947 -1.112 -0.2724
C -1.506 -1.861 0.914 -0.1052
C -1.810 -1.114 -0.291 -0.2260
C 0.225 -0.564 -1.406 -0.2011
O -1.727 -0.444 0.884 -0.3218
H 0.159 3.884 1.613 0.3085
H -0.558 3.852 -0.815 0.3324
H 0.912 1.704 2.546 0.2999
H -0.317 1.881 -2.207 0.2493
H 1.075 -0.342 1.338 0.0361
H 1.906 -3.354 -0.127 0.2464
H 2.211 -1.633 0.406 0.3364
H -0.072 -2.670 -1.639 0.3042
H -2.259 -2.379 1.455 0.3293
H -0.454 -2.172 1.166 0.0806
H -2.703 -1.137 -0.937 0.2866
H -0.012 -0.346 -2.494 0.2517
```

- Frontier orbital gap (spin up / spin down): 7.6663 / 7.6652 eV
- Energy above the lowest of the compared OMol25 structures with the same formula, charge and spin: 121.7 kcal per mole
- HOMO energy (spin up / spin down): -7.5 / -7.5 eV



Record 4
C6H12O | the ωB97M-V functional and the def2-TZVPD basis

Geometry as XYZ:
```
19
Properties=species:S:1:pos:R:3:mulliken_charge:R:1
C 2.294 -0.576 -1.047 -1.1538
C 0.544 -0.300 0.506 0.2199
O 0.940 -0.358 1.650 -0.6093
C 1.265 0.470 -0.565 -0.2965
C -1.595 1.314 0.660 -1.1247
C -1.877 -0.197 0.615 -0.3765
C -0.705 -1.012 0.034 -0.5167
H 3.270 -0.372 -0.601 0.3149
H 2.373 -0.621 -2.133 0.3183
H 2.006 -1.580 -0.703 0.3321
H -0.622 1.512 1.122 0.3282
H 1.722 1.369 -0.144 0.3486
H 0.581 0.783 -1.362 0.3034
H -2.333 1.832 1.276 0.3773
H -1.588 1.774 -0.335 0.2635
H -2.791 -0.404 0.046 0.3359
H -2.036 -0.549 1.639 0.2724
H -0.732 -1.042 -1.062 0.3291
H -0.716 -2.043 0.402 0.3337
```

- Frontier orbital gap: 10.3665 eV
- Energy above the lowest of the compared OMol25 structures with the same formula, charge and spin: 12.5 kcal per mole
- HOMO energy: -9.4 eV
- SMILES: CCCC(=O)CC



Record 5
C30H21CuN7 | the ωB97M-V functional and the def2-TZVPD basis

Geometry as XYZ:
```
59
Properties=species:S:1:pos:R:3:mulliken_charge:R:1
Cu 0.534 -1.035 0.050 -1.0858
C -1.452 -2.176 3.728 -0.9772
C -2.136 -1.034 4.145 -0.2703
C -1.917 0.149 3.513 -0.6435
C -1.032 0.176 2.438 0.5299
N -0.322 -0.895 2.062 0.1175
C -0.540 -2.051 2.735 -0.3020
N -0.791 1.461 1.915 -0.4647
C 0.114 1.755 1.063 -0.3629
N 0.923 0.929 0.294 0.0732
C 1.899 1.721 -0.286 0.1023
N 2.941 1.324 -0.915 -0.6148
C 3.178 0.036 -1.369 0.2134
C 4.489 -0.220 -1.768 -0.7085
C 4.798 -1.461 -2.228 -0.2394
C 3.807 -2.413 -2.383 -0.9666
C 2.554 -2.084 -2.061 -0.4505
N 2.179 -0.901 -1.530 -0.0812
C 1.556 3.153 -0.062 0.3039
C 2.174 4.269 -0.481 0.1446
C 1.561 5.452 -0.148 -0.7440
C 0.425 5.472 0.643 -0.7117
C -0.172 4.327 1.112 0.0120
C 0.408 3.147 0.716 0.5238
H -1.680 -3.124 4.185 0.4218
H -2.853 -1.043 4.954 0.4234
H -2.388 1.108 3.713 0.4637
H 0.092 -2.849 2.358 0.4927
H 5.230 0.553 -1.647 0.4779
H 5.798 -1.794 -2.467 0.3916
H 4.043 -3.403 -2.762 0.3946
H 1.688 -2.747 -2.171 0.7648
H 3.180 4.217 -0.972 0.4150
H 2.049 6.345 -0.455 0.4608
H 0.006 6.438 0.877 0.4218
H -1.015 4.329 1.812 0.5286
C -3.295 3.020 -0.990 -0.7498
C -3.977 1.925 -0.469 -0.4769
C -3.475 0.632 -0.431 -0.2099
C -2.214 0.468 -0.991 0.0168
C -1.485 1.523 -1.570 -0.0729
C -2.042 2.770 -1.603 -0.5273
N -1.475 -0.778 -0.862 0.7575
N -2.088 -1.847 -0.872 -0.8269
C -1.256 -3.015 -0.719 1.0169
C -1.829 -4.226 -1.070 -0.3876
C -1.024 -5.350 -0.939 -0.5728
C 0.256 -5.282 -0.435 -0.6047
C 0.816 -4.086 -0.060 0.5482
C 0.037 -2.899 -0.248 -0.7691
H -3.789 3.990 -0.924 0.4151
H -4.974 2.102 -0.039 0.3159
H -3.894 -0.228 0.106 0.4613
H -0.475 1.322 -1.963 0.3152
H -1.466 3.592 -1.938 0.4817
H -2.891 -4.250 -1.328 0.4277
H -1.465 -6.283 -1.236 0.3768
H 0.831 -6.171 -0.270 0.4596
H 1.849 -4.062 0.242 0.5510
```

- Spin multiplicity: 2
- Expectation value of S²: 0.75
- Frontier orbital gap (spin up / spin down): 7.5023 / 7.4020 eV
- HOMO energy (spin up / spin down): -7.8 / -7.9 eV



Record 6
C24H30NO9SbTl | the ωB97M-V functional and the def2-TZVPD basis

Geometry as XYZ:
```
66
Properties=species:S:1:pos:R:3:mulliken_charge:R:1
Tl -0.376 -1.244 0.402 1.0441
O 0.831 -2.984 4.377 -0.7659
C 0.732 -2.279 3.374 0.2948
O 0.845 -2.607 2.156 -0.6650
C 0.471 -0.779 3.628 0.3871
C 0.371 -0.285 4.924 -0.6591
C 0.196 1.076 5.107 -0.4441
C 0.163 1.914 3.999 -0.6376
C 0.291 1.343 2.744 0.7470
N 0.412 0.028 2.573 0.4102
C 0.430 2.221 1.509 -0.6365
O 0.174 3.410 1.601 -0.7343
O 0.866 1.624 0.443 -0.1537
H 0.438 -0.987 5.743 0.5382
H 0.107 1.489 6.104 0.4188
H 0.063 2.987 4.078 0.5286
O -2.320 1.538 -5.925 -0.5796
C -2.017 1.120 -4.833 0.3602
C -0.644 0.662 -4.398 0.2486
O 0.353 0.621 -5.093 -0.6409
C -0.729 0.268 -2.960 0.2376
C -2.134 0.444 -2.490 0.6054
O -2.542 0.205 -1.368 -0.6503
C -2.956 0.949 -3.651 0.2375
O -4.142 1.173 -3.648 -0.5892
O 0.203 -0.152 -2.277 -0.0470
C 3.757 2.858 1.780 -1.6390
C 4.063 1.377 1.561 1.7669
C 3.722 0.607 2.837 -1.7292
C 5.554 1.188 1.284 -1.8067
Sb 2.857 0.598 -0.122 0.4663
C 3.868 -1.359 -0.718 1.6414
C 4.024 -2.177 0.558 -1.8608
C 5.207 -1.155 -1.413 -1.5229
C 2.886 -2.051 -1.656 -1.4199
C 3.228 1.987 -1.800 2.1867
C 4.660 2.521 -1.776 -1.9045
C 2.239 3.146 -1.702 -1.7958
C 3.011 1.255 -3.123 -1.3892
H 4.359 3.211 2.625 0.5006
H 2.712 3.042 2.023 0.2297
H 4.007 3.476 0.919 0.2562
H 4.324 1.017 3.657 0.4807
H 3.950 -0.456 2.756 0.2415
H 2.678 0.704 3.117 0.2333
H 6.115 1.625 2.119 0.5404
H 5.891 1.674 0.371 0.2667
H 5.824 0.133 1.237 0.3033
H 4.773 -1.753 1.229 0.2698
H 4.363 -3.185 0.290 0.5381
H 3.083 -2.283 1.105 0.3626
H 5.957 -0.708 -0.761 0.2040
H 5.127 -0.548 -2.314 0.2657
H 5.585 -2.138 -1.722 0.5416
H 1.919 -2.223 -1.181 0.1450
H 3.294 -3.032 -1.930 0.5689
H 2.702 -1.488 -2.570 0.2874
H 4.875 3.135 -0.902 0.3638
H 4.795 3.156 -2.659 0.5594
H 5.404 1.725 -1.833 0.2717
H 2.313 3.693 -0.762 0.3215
H 1.211 2.803 -1.788 0.1921
H 2.448 3.838 -2.526 0.5490
H 3.768 0.491 -3.306 0.2031
H 3.093 1.988 -3.933 0.5657
H 2.030 0.794 -3.197 -0.1097
```

- Frontier orbital gap (spin up / spin down): 5.9850 / 6.0450 eV
- Charge: -1
- Energy above the lowest of the compared OMol25 structures with the same formula, charge and spin: 40.6 kcal per mole
- HOMO energy (spin up / spin down): -5.3 / -5.4 eV



Repeat the second record exactly.
C8H15ClNO2PdV | the ωB97M-V functional and the def2-TZVPD basis

Geometry as XYZ:
```
29
Properties=species:S:1:pos:R:3:mulliken_charge:R:1
V -2.767 0.057 -0.930 0.3808
Cl -2.759 -1.101 0.881 -0.5695
C -3.704 -0.678 -2.592 -1.1430
C -4.619 0.992 -0.914 -1.0070
H -4.557 -0.135 -3.025 0.3826
H -2.999 -0.898 -3.393 0.2664
H -4.134 -1.614 -2.209 0.2053
H -5.134 1.123 -1.881 0.2618
H -4.530 1.941 -0.405 0.2531
H -5.231 0.287 -0.321 0.2237
Pd -0.081 -0.508 -0.455 0.1782
C -0.120 -2.327 -1.273 -1.1898
C -1.191 1.236 -1.222 -0.7235
H -1.064 -2.435 -1.822 0.2786
H 0.766 -2.388 -1.953 0.2767
H -0.063 -3.051 -0.445 0.3350
H -0.609 1.837 -0.480 0.1993
H -0.764 1.547 -2.208 0.2436
O 1.610 -2.958 1.369 -0.6379
C 1.888 -1.816 1.712 0.2473
C 2.944 -1.454 2.755 -0.4186
C 3.084 0.051 2.661 -0.4498
C 2.042 0.491 1.605 0.3188
O 1.871 1.626 1.200 -0.6442
N 1.359 -0.638 1.213 -0.1469
H 2.632 -1.736 3.765 0.2118
H 3.888 -1.950 2.520 0.2289
H 2.912 0.538 3.624 0.2207
H 4.076 0.339 2.304 0.2175
```

- Spin multiplicity: 5
- Expectation value of S²: 6.02
- Frontier orbital gap (spin up / spin down): 4.7399 / 6.5155 eV
- Charge: -2
- HOMO energy (spin up / spin down): 0.8 / -1.0 eV